[1]
{"formula": "C28H56AlO9", "method": "the ωB97M-V functional and the def2-TZVPD basis", "elements": ["C", "C", "O", "O", "C", "O", "C", "Al", "H", "H", "H", "H", "H", "H", "H", "H", "C", "C", "C", "O", "C", "H", "H", "H", "H", "H", "H", "H", "H", "C", "C", "C", "O", "C", "H", "H", "H", "H", "H", "H", "H", "H", "C", "C", "C", "O", "C", "H", "H", "H", "H", "H", "H", "H", "H", "C", "C", "C", "O", "C", "H", "H", "H", "H", "H", "H", "H", "H", "C", "C", "C", "O", "C", "H", "H", "H", "H", "H", "H", "H", "H", "C", "C", "C", "O", "C", "H", "H", "H", "H", "H", "H", "H", "H"], "positions_angstrom": [[-0.868, -2.872, 0.801], [-0.619, -4.360, 0.855], [-1.322, -5.142, 1.441], [0.523, -4.752, 0.206], [0.549, -4.551, -1.212], [1.596, -4.148, -1.638], [-0.678, -4.859, -1.952], [-1.183, -3.556, -3.468], [-1.286, -2.558, 1.760], [0.059, -2.345, 0.579], [-1.572, -2.659, -0.011], [-1.538, -4.936, -1.280], [-0.523, -5.841, -2.412], [-2.725, -3.171, -3.241], [-1.037, -4.294, -4.917], [-0.261, -2.221, -3.490], [-6.250, -4.457, 0.080], [-6.669, -4.704, -1.368], [-5.572, -3.971, -2.135], [-4.402, -4.060, -1.334], [-4.730, -4.531, -0.031], [-6.658, -5.178, 0.788], [-6.559, -3.457, 0.394], [-6.634, -5.774, -1.590], [-7.667, -4.339, -1.608], [-5.825, -2.914, -2.277], [-5.362, -4.404, -3.113], [-4.376, -5.563, 0.075], [-4.214, -3.918, 0.710], [4.499, -0.201, -0.897], [3.897, -1.594, -1.071], [2.692, -1.304, -1.951], [3.061, -0.175, -2.769], [4.257, 0.412, -2.270], [5.553, -0.204, -0.617], [3.948, 0.350, -0.132], [4.596, -2.254, -1.592], [3.620, -2.070, -0.132], [1.821, -1.022, -1.351], [2.406, -2.135, -2.586], [5.083, 0.179, -2.957], [4.136, 1.499, -2.239], [3.132, 2.094, -5.890], [2.964, 2.402, -7.376], [3.801, 1.300, -8.014], [3.722, 0.179, -7.143], [3.140, 0.572, -5.887], [2.343, 2.506, -5.264], [4.091, 2.481, -5.531], [1.916, 2.294, -7.664], [3.295, 3.402, -7.662], [4.851, 1.608, -8.105], [3.442, 1.010, -9.003], [2.126, 0.169, -5.828], [3.717, 0.148, -5.072], [0.110, 1.482, 4.311], [0.815, 0.261, 4.897], [-0.273, -0.801, 4.785], [-1.054, -0.459, 3.642], [-0.717, 0.858, 3.199], [0.792, 2.251, 3.947], [-0.549, 1.935, 5.055], [1.673, -0.011, 4.278], [1.164, 0.399, 5.920], [-0.923, -0.796, 5.668], [0.124, -1.809, 4.656], [-0.141, 0.777, 2.270], [-1.631, 1.415, 2.994], [-4.469, 5.000, 3.852], [-5.076, 4.010, 4.843], [-4.122, 2.829, 4.720], [-2.841, 3.382, 4.406], [-2.978, 4.758, 4.051], [-4.754, 6.036, 4.033], [-4.762, 4.739, 2.833], [-5.042, 4.422, 5.854], [-6.107, 3.741, 4.620], [-4.422, 2.157, 3.910], [-4.040, 2.247, 5.638], [-2.581, 5.374, 4.865], [-2.391, 4.952, 3.152], [3.529, 4.298, 2.909], [3.370, 4.594, 1.419], [4.225, 3.499, 0.795], [4.148, 2.381, 1.679], [3.556, 2.774, 2.915], [2.731, 4.707, 3.527], [4.480, 4.695, 3.272], [2.326, 4.472, 1.122], [3.691, 5.594, 1.131], [5.272, 3.811, 0.712], [3.877, 3.194, -0.192], [2.542, 2.362, 2.968], [4.140, 2.358, 3.737]], "charge": -1, "lumo_energy_ev": 1.978, "orbital_gap_ev": 7.0}

[2]
{"formula": "C28H56BCl3F4N12O4PmS2Si", "method": "the ωB97M-V functional and the def2-TZVPD basis", "elements": ["Pm", "C", "N", "C", "C", "N", "C", "C", "N", "C", "C", "N", "C", "N", "C", "C", "N", "C", "C", "C", "C", "N", "C", "N", "C", "C", "N", "C", "C", "N", "C", "C", "H", "H", "H", "H", "H", "H", "H", "H", "H", "H", "H", "H", "H", "H", "H", "H", "H", "H", "H", "H", "H", "H", "H", "H", "H", "H", "H", "H", "H", "H", "H", "H", "H", "H", "H", "H", "H", "H", "H", "H", "H", "H", "H", "H", "H", "H", "H", "H", "O", "S", "O", "O", "O", "F", "B", "F", "F", "F", "N", "C", "S", "N", "C", "C", "C", "C", "C", "C", "H", "H", "H", "H", "H", "H", "H", "H", "Cl", "Si", "Cl", "Cl"], "positions_angstrom": [[0.472, -0.144, -0.403], [-0.952, -1.883, 4.937], [-1.200, -2.882, 3.930], [-1.863, -4.073, 4.400], [-1.390, -2.476, 2.587], [-0.402, -2.121, 1.833], [0.932, -2.510, 2.256], [1.784, -1.365, 2.818], [2.028, -0.323, 1.816], [3.389, -0.425, 1.267], [3.712, -1.795, 0.689], [2.873, -2.067, -0.467], [3.253, -3.062, -1.198], [2.917, -3.178, -2.504], [2.638, -4.460, -3.105], [3.100, -2.088, -3.435], [4.105, -4.060, -0.688], [3.717, -4.905, 0.413], [5.174, -4.593, -1.490], [1.876, 1.005, 2.409], [0.405, 1.374, 2.647], [-0.165, 1.921, 1.434], [-0.819, 3.034, 1.514], [-1.015, 3.828, 0.433], [-2.259, 4.532, 0.228], [-0.188, 3.751, -0.746], [-1.240, 3.584, 2.730], [-2.043, 2.849, 3.676], [-1.221, 5.005, 2.959], [-2.630, -2.674, 2.097], [-2.827, -2.840, 0.680], [-3.828, -2.313, 2.819], [-1.834, -1.720, 5.570], [-0.119, -2.179, 5.582], [-0.712, -0.942, 4.455], [-1.181, -4.603, 5.072], [-2.793, -3.873, 4.951], [-2.085, -4.713, 3.552], [0.873, -3.305, 3.014], [1.412, -2.897, 1.350], [1.276, -0.934, 3.682], [2.736, -1.772, 3.187], [3.496, 0.297, 0.451], [4.123, -0.195, 2.061], [4.765, -1.779, 0.374], [3.626, -2.564, 1.468], [3.414, -4.750, -3.826], [2.544, -5.220, -2.333], [1.682, -4.394, -3.630], [3.284, -1.164, -2.891], [3.962, -2.309, -4.081], [2.223, -1.972, -4.067], [2.712, -4.652, 0.744], [3.713, -5.954, 0.089], [4.416, -4.816, 1.257], [5.376, -3.922, -2.321], [6.077, -4.666, -0.871], [4.949, -5.596, -1.878], [2.447, 1.077, 3.356], [2.280, 1.727, 1.698], [-0.164, 0.480, 2.933], [0.373, 2.111, 3.462], [-2.959, 4.298, 1.025], [-2.101, 5.616, 0.176], [-2.709, 4.205, -0.712], [0.679, 3.115, -0.575], [-0.756, 3.362, -1.592], [0.157, 4.758, -1.000], [-2.081, 1.805, 3.388], [-1.625, 2.946, 4.688], [-3.073, 3.228, 3.687], [-0.559, 5.484, 2.244], [-2.213, 5.469, 2.890], [-0.842, 5.187, 3.972], [-1.975, -3.372, 0.270], [-3.729, -3.430, 0.522], [-2.944, -1.891, 0.168], [-4.570, -3.108, 2.711], [-3.623, -2.151, 3.872], [-4.237, -1.392, 2.400], [2.309, 2.320, -2.794], [2.400, 1.184, -1.889], [3.733, 0.607, -1.810], [1.426, 0.113, -2.326], [1.925, 1.550, -0.520], [-3.286, 0.889, 1.768], [-3.303, 0.771, 0.390], [-4.243, -0.153, 0.036], [-3.539, 1.968, -0.208], [-1.964, 0.293, 0.005], [0.529, 1.191, -4.556], [-0.510, 1.866, -4.025], [-1.416, 1.199, -2.806], [-0.792, 3.053, -4.638], [-1.845, 3.944, -4.513], [-1.722, 5.151, -5.209], [-2.724, 6.098, -5.168], [-3.879, 5.862, -4.442], [-4.008, 4.665, -3.755], [-3.008, 3.713, -3.779], [0.946, 0.533, -3.877], [1.242, 1.743, -5.016], [-0.062, 3.373, -5.265], [-0.831, 5.343, -5.791], [-2.600, 7.025, -5.712], [-4.670, 6.598, -4.416], [-4.902, 4.449, -3.189], [-3.132, 2.796, -3.230], [-0.156, -2.589, -4.130], [-0.636, -2.325, -2.077], [-0.595, -4.531, -1.639], [-2.736, -2.268, -2.501]], "charge": -1, "lumo_energy_ev": [2.207, 2.208], "multiplicity": 5, "orbital_gap_ev": [7.6, 7.6]}

no.,DFT total energy (eV)
1,-54967.1439
2,-151248.9770